69
Properties=species:S:1:pos:R:3:lowdin_charge:R:1 method="wB97M-V/def2-TZVPD" gap_ev=7.026 e_tot_ha=-2636.131305 e_lumo_ev=0.47 e_homo_ev=-6.6 charge=0
Ag -2.532 -0.573 -0.759 0.680
N -3.626 -3.588 -2.292 0.104
C -3.411 -3.698 -0.957 -0.698
N -3.209 -2.685 -0.173 0.012
C -3.081 -3.069 1.150 -0.329
C -3.181 -4.404 1.362 -0.351
S -3.483 -5.230 -0.127 1.036
C -2.828 -2.033 2.151 -0.348
C -2.677 -2.186 3.492 -0.370
S -2.360 -0.651 4.231 1.017
C -2.450 0.098 2.640 -0.673
N -2.704 -0.746 1.696 0.039
N -2.318 1.428 2.443 0.130
H -3.380 -2.702 -2.706 0.083
H -3.562 -4.407 -2.868 0.092
H -3.108 -4.955 2.284 0.072
H -2.754 -3.080 4.087 0.071
H -1.886 1.995 3.148 0.095
H -2.257 1.730 1.475 0.076
C 2.369 0.989 -3.271 -0.053
O 2.594 2.164 -2.496 -0.093
C 3.310 2.045 -1.339 -0.249
C 4.301 3.002 -1.140 -0.005
C 5.105 2.982 -0.016 -0.088
C 4.928 1.985 0.933 -0.092
C 3.924 1.052 0.760 -0.016
C 3.085 1.072 -0.356 -0.176
N 2.094 0.078 -0.469 0.147
C 0.720 0.276 -0.605 -0.380
N 0.325 1.558 -0.695 0.161
C -0.942 2.194 -0.819 -0.213
C -2.175 1.565 -1.040 -0.199
C -3.277 2.444 -1.119 -0.189
C -3.179 3.817 -0.990 -0.118
C -1.941 4.409 -0.778 -0.051
C -0.828 3.596 -0.704 -0.237
O 0.443 4.079 -0.496 -0.114
C 0.675 5.446 -0.764 -0.078
N -0.079 -0.729 -0.687 0.089
C 0.309 -2.045 -0.484 -0.246
C 0.244 -2.963 -1.530 -0.035
C 0.563 -4.299 -1.334 -0.107
C 0.937 -4.744 -0.079 -0.100
C 1.002 -3.851 0.985 -0.027
C 0.702 -2.513 0.787 -0.241
O 0.765 -1.560 1.765 -0.096
C 0.940 -2.008 3.092 -0.089
H 2.275 1.324 -4.302 0.093
H 1.451 0.475 -2.983 0.078
H 3.211 0.298 -3.193 0.101
H 4.437 3.746 -1.914 0.121
H 5.878 3.729 0.107 0.102
H 5.556 1.944 1.813 0.101
H 3.758 0.286 1.510 0.114
H 2.299 -0.767 0.039 0.127
H 1.067 2.241 -0.663 0.109
H -4.262 2.024 -1.296 0.066
H -4.063 4.441 -1.052 0.094
H -1.857 5.482 -0.670 0.099
H 1.756 5.569 -0.801 0.088
H 0.269 6.084 0.025 0.091
H 0.244 5.739 -1.724 0.099
H -0.058 -2.588 -2.500 0.109
H 0.514 -4.996 -2.163 0.098
H 1.178 -5.787 0.083 0.099
H 1.298 -4.211 1.961 0.103
H 0.831 -1.132 3.727 0.085
H 1.935 -2.440 3.246 0.094
H 0.178 -2.743 3.366 0.085


76
Properties=species:S:1:pos:R:3:lowdin_charge:R:1 method="wB97M-V/def2-TZVPD" gap_ev=5.896 e_tot_ha=-7534.832670 e_lumo_ev=-1.20 e_homo_ev=-7.1 charge=0 de_lowest_kcal_mol=9.0
Zn 0.282 0.732 0.306 0.279
S 0.795 2.867 0.929 0.588
C -0.750 3.536 0.518 -0.735
C -1.083 4.831 0.986 -0.294
N -1.303 5.908 1.359 0.158
C -1.685 2.889 -0.290 -0.728
S -1.622 1.227 -0.825 0.600
C -2.798 3.574 -0.854 -0.302
N -3.734 4.147 -1.298 0.149
C -0.798 3.406 -6.871 -0.134
C 0.092 2.320 -7.384 -0.317
S 1.154 1.489 -6.170 0.695
O 1.784 0.328 -6.803 -0.332
O 0.315 1.286 -4.980 -0.326
C 2.572 2.583 -5.784 -0.218
C 3.624 2.056 -4.836 -0.113
N 3.001 1.358 -3.633 0.055
C 2.236 1.854 -2.605 -0.312
N 1.759 0.873 -1.816 0.106
C 2.206 -0.293 -2.346 -0.027
C 3.040 -0.053 -3.454 -0.154
N 3.816 -1.001 -4.059 -0.284
O 3.814 -2.102 -3.424 0.035
O 4.549 -0.697 -5.044 0.046
C 1.962 3.292 -2.503 0.002
H -1.652 3.618 -7.546 0.093
H -0.182 4.316 -6.822 0.076
H -1.167 3.198 -5.853 0.083
H 0.683 2.653 -8.248 0.103
H -0.540 1.494 -7.850 0.131
H 2.147 3.584 -5.506 0.111
H 3.081 2.671 -6.777 0.121
H 4.233 2.918 -4.443 0.138
H 4.317 1.251 -5.192 0.116
H 1.985 -1.299 -2.004 0.117
H 2.864 3.851 -2.976 0.110
H 1.887 3.647 -1.492 0.029
H 1.066 3.636 -3.078 0.111
C -3.147 -0.664 2.005 -0.031
C -2.177 -0.145 2.938 -0.362
N -0.997 0.333 2.580 0.070
C -0.385 0.737 3.720 -0.152
C -1.108 0.384 4.842 -0.016
N -2.264 -0.263 4.321 -0.010
C -3.398 -0.720 5.080 -0.082
N -3.152 -1.809 6.022 -0.053
N -3.145 -1.504 7.367 0.052
N -2.868 -2.569 8.052 0.061
C -2.589 -3.619 7.179 -0.225
C -2.040 -4.891 7.456 -0.007
C -1.742 -5.696 6.351 -0.059
C -1.926 -5.179 5.006 -0.077
C -2.406 -3.918 4.735 -0.020
C -2.777 -3.146 5.858 -0.142
H -3.083 -0.059 1.106 0.029
H -4.200 -0.550 2.397 0.101
H -2.955 -1.745 1.761 0.094
H 0.589 1.227 3.688 0.093
H -0.921 0.587 5.898 0.118
H -4.104 -1.086 4.341 0.119
H -3.838 0.081 5.706 0.148
H -1.938 -5.222 8.476 0.108
H -1.471 -6.717 6.473 0.086
H -1.644 -5.851 4.227 0.089
H -2.550 -3.597 3.712 0.096
Br 4.925 -2.552 0.576 0.825
C 3.080 -2.376 0.540 -0.670
C 2.178 -3.507 0.542 -0.049
C 0.834 -3.309 0.744 -0.029
C 0.348 -1.999 0.766 -0.071
N 1.197 -0.926 0.696 -0.057
C 2.539 -1.091 0.625 -0.172
H 2.568 -4.493 0.530 0.103
H 0.191 -4.133 0.796 0.099
H -0.711 -1.772 0.837 0.095
H 3.136 -0.186 0.718 0.124


64
Properties=species:S:1:pos:R:3:lowdin_charge:R:1 method="wB97M-V/def2-TZVPD" gap_ev=6.754 e_tot_ha=-4445.729791 e_lumo_ev=-0.97 e_homo_ev=-7.7 charge=0
Br 8.292 -1.586 4.010 0.715
C 6.464 -1.569 3.449 -0.680
C 5.790 -2.786 3.317 -0.123
C 4.441 -2.783 2.960 -0.128
C 3.810 -1.605 2.513 -0.481
S 2.162 -1.949 1.833 0.902
C 4.413 -0.372 2.874 -0.062
C 5.774 -0.366 3.252 -0.119
H 6.300 -3.730 3.473 0.103
H 3.870 -3.712 3.019 0.111
H 3.842 0.561 2.883 0.109
H 6.319 0.566 3.379 0.100
C -3.199 2.914 -3.155 -0.018
N -2.737 2.264 -1.950 -0.039
C -3.387 2.453 -0.761 -0.384
O -4.331 3.205 -0.576 0.089
C -2.662 1.598 0.263 -0.171
C -3.612 0.531 0.874 -0.081
C -4.749 1.163 1.639 -0.245
C -6.073 0.876 1.293 -0.043
C -7.125 1.553 1.921 -0.078
C -6.854 2.456 2.966 -0.088
C -5.522 2.699 3.348 -0.076
C -4.476 2.023 2.706 -0.046
N -1.547 1.008 -0.485 -0.016
C -0.609 0.267 0.153 -0.064
C 0.451 -0.374 -0.477 -0.101
C 1.632 -0.929 0.224 -0.379
C 2.544 -1.709 -0.716 -0.205
C 3.392 -2.763 -0.287 -0.102
C 4.350 -3.350 -1.096 0.026
C 4.393 -3.022 -2.456 -0.163
N 5.403 -3.610 -3.276 -0.315
O 5.459 -3.343 -4.497 0.057
O 6.222 -4.382 -2.716 0.048
C 3.475 -2.106 -2.978 0.015
C 2.578 -1.466 -2.119 -0.015
C -1.581 1.363 -1.924 -0.460
C -1.874 0.153 -2.833 0.005
C -0.334 2.135 -2.396 0.005
H -4.081 3.525 -2.921 0.098
H -2.416 3.567 -3.572 0.092
H -3.472 2.175 -3.926 0.093
H -2.282 2.235 1.078 0.155
H -4.013 -0.088 0.047 0.128
H -3.011 -0.118 1.539 0.123
H -6.276 0.174 0.481 0.112
H -8.164 1.365 1.621 0.104
H -7.672 2.997 3.462 0.102
H -5.295 3.397 4.162 0.104
H -3.436 2.203 2.988 0.111
H -0.764 0.152 1.232 0.138
H 0.429 -0.417 -1.578 0.056
H 1.883 -0.125 1.046 0.095
H 3.363 -3.215 0.728 0.032
H 5.060 -4.067 -0.706 0.122
H 3.487 -1.886 -4.041 0.120
H 1.931 -0.724 -2.597 0.099
H -2.875 -0.246 -2.603 0.099
H -1.843 0.483 -3.882 0.086
H -1.128 -0.633 -2.681 0.072
H -0.283 3.095 -1.857 0.104
H 0.572 1.553 -2.196 0.068
H -0.420 2.322 -3.478 0.087